# 1
{
  "formula": "C2H8S2",
  "method": "wB97M-V/def2-TZVPD",
  "elements": ["C", "S", "S", "H", "H", "H", "H", "C", "H", "H", "H", "H"],
  "xyz": [[0.451848, 0.808154, -1.666566], [-1.103836, 0.706544, -2.605646], [-1.567379, 2.610719, -3.092981], [1.346909, 0.801641, -2.391478], [0.667020, 1.898413, -1.438715], [0.253386, 0.123315, -0.777280], [-0.339941, 3.070249, -2.807053], [0.083249, -2.005271, 2.955926], [-1.078549, -2.112493, 3.145206], [0.608679, -2.692187, 3.601380], [0.181854, -2.223727, 1.945880], [0.496760, -0.985357, 3.131326]],
  "forces_ev_per_angstrom": [[0.71, 1.88, -0.67], [0.27, -1.67, 0.14], [0.00, 1.39, -0.05], [-1.14, -1.66, 1.20], [-1.03, -1.17, 0.96], [1.32, 0.99, -1.27], [-0.12, 0.24, -0.30], [-2.34, 1.00, 1.85], [2.39, 0.61, -0.01], [0.11, -0.33, -0.03], [0.57, -0.64, -1.84], [-0.73, -0.64, 0.02]],
  "mulliken_charge": [-0.737, -0.018, -0.157, 0.326, 0.261, 0.202, 0.121, -0.887, 0.203, 0.249, 0.224, 0.212],
  "homo_energy_ev": -8.01,
  "lumo_energy_ev": 0.660,
  "gap_ev": 8.667
}

=====

# 2
{
  "formula": "C5H14N2",
  "method": "wB97M-V/def2-TZVPD",
  "elements": ["C", "C", "C", "C", "C", "H", "H", "H", "H", "H", "H", "H", "H", "H", "H", "N", "N", "H", "H", "H", "H"],
  "xyz": [[-0.353780, 1.983062, 0.377572], [0.067390, 0.594102, 0.732612], [1.236950, 0.012172, 0.401102], [1.528780, -1.408958, 0.802182], [2.326590, 0.697342, -0.376018], [-0.435790, 2.100682, -0.707228], [0.344270, 2.723282, 0.779192], [-1.340040, 2.190132, 0.806242], [-0.650200, 0.031832, 1.325912], [2.138820, -1.911458, 0.043752], [0.609520, -1.994978, 0.909002], [2.070660, -1.432958, 1.752282], [3.197200, 0.862322, 0.266822], [2.635510, 0.080102, -1.226328], [2.017480, 1.666042, -0.778798], [-2.064540, -1.610588, -0.813148], [-3.123950, -0.778298, -1.307198], [-1.961500, -1.563958, 0.204392], [-1.154360, -1.324348, -1.192898], [-4.042100, -1.111058, -0.998208], [-3.046910, 0.195522, -1.001238]],
  "forces_ev_per_angstrom": [[-0.21, 0.18, 0.09], [0.90, -0.56, -0.15], [-0.96, 0.24, 0.12], [-0.09, -0.13, -0.03], [-0.22, 0.23, -0.10], [0.08, 0.17, 0.08], [-0.09, 0.06, -0.19], [0.18, 0.07, -0.10], [0.15, -0.15, -0.08], [0.00, 0.07, 0.15], [0.13, 0.13, 0.13], [0.05, -0.12, -0.08], [0.03, -0.07, -0.11], [0.06, 0.01, 0.15], [0.01, -0.10, 0.14], [0.08, -0.17, 0.42], [0.05, 0.48, 0.02], [-0.14, 0.16, -0.34], [-0.84, 0.05, -0.08], [0.75, -0.21, -0.12], [0.08, -0.34, 0.08]],
  "mulliken_charge": [-1.551, -0.109, 0.706, -1.381, -1.239, 0.337, 0.415, 0.328, 0.500, 0.358, 0.311, 0.325, 0.291, 0.337, 0.344, -0.509, -0.464, 0.284, 0.286, 0.237, 0.194],
  "homo_energy_ev": -8.77,
  "lumo_energy_ev": 0.923,
  "gap_ev": 9.698
}

=====

# 3
{
  "formula": "C27H41FN2O10S",
  "method": "wB97M-V/def2-TZVPD",
  "elements": ["C", "C", "C", "N", "N", "C", "C", "C", "C", "C", "C", "C", "C", "S", "O", "O", "F", "H", "H", "H", "H", "H", "H", "H", "H", "H", "H", "H", "H", "H", "H", "H", "H", "H", "O", "C", "C", "C", "C", "O", "H", "H", "H", "H", "H", "H", "O", "C", "C", "C", "C", "O", "H", "H", "H", "H", "H", "H", "O", "C", "C", "C", "C", "O", "H", "H", "H", "H", "H", "H", "O", "C", "C", "C", "C", "O", "H", "H", "H", "H", "H", "H"],
  "xyz": [[-0.398005, 2.918031, -0.301400], [-0.303906, 1.445827, 0.163775], [0.992458, 0.844738, -0.341617], [1.317515, -0.489548, 0.200719], [1.002607, -0.650992, 1.567312], [2.150215, -0.776103, 2.465468], [2.722879, 0.591555, 2.755621], [1.872906, 1.570479, 3.279355], [2.348896, 2.842420, 3.562359], [3.686988, 3.162750, 3.311922], [4.173601, 4.561811, 3.587995], [4.530486, 2.179588, 2.798411], [4.053313, 0.901342, 2.514766], [-0.151317, -1.823349, 1.775634], [0.380973, -3.057090, 2.234279], [-1.077798, -1.770773, 0.706103], [-0.853447, -1.180424, 3.003843], [-1.364617, 3.126873, -0.743877], [-0.231596, 3.601287, 0.522957], [0.344822, 3.118530, -1.066071], [-1.131893, 0.904295, -0.277853], [-0.360012, 1.430071, 1.244524], [1.806850, 1.556724, -0.193811], [0.880030, 0.721026, -1.415398], [2.304661, -0.673995, 0.093940], [2.906861, -1.444018, 2.054673], [1.812205, -1.198221, 3.406923], [0.839823, 1.324310, 3.471245], [1.672641, 3.579412, 3.962607], [5.205389, 4.581330, 3.911434], [3.528835, 5.019182, 4.329337], [4.051617, 5.149423, 2.681453], [5.565485, 2.427138, 2.626423], [4.710788, 0.147327, 2.112186], [0.072929, 2.273091, -3.667991], [-0.661477, 1.330970, -3.694838], [-0.741516, 0.234230, -4.740008], [-2.089567, -0.421146, -4.433285], [-2.233311, -0.163254, -2.940118], [-1.564044, 1.090349, -2.709535], [0.093341, -0.449744, -4.583839], [-0.685063, 0.652310, -5.739603], [-2.139671, -1.478439, -4.688198], [-2.884030, 0.094456, -4.975018], [-1.737377, -0.927898, -2.335622], [-3.267809, -0.075420, -2.624040], [4.434453, 0.020770, 7.158934], [3.263088, -0.202143, 7.204713], [2.538926, -1.188943, 8.102766], [1.173922, -1.317811, 7.428429], [1.026306, 0.044362, 6.761829], [2.363460, 0.448106, 6.424636], [2.466732, -0.753951, 9.100402], [3.082686, -2.127423, 8.152359], [0.357415, -1.550852, 8.108661], [1.211636, -2.098817, 6.667456], [0.599934, 0.792566, 7.433630], [0.431927, 0.009662, 5.850803], [-7.033672, -1.787079, -1.234567], [-6.042934, -1.607419, -0.592103], [-5.689291, -2.200612, 0.759393], [-4.542638, -1.306987, 1.231389], [-3.929193, -0.864170, -0.088366], [-5.031074, -0.812821, -1.017911], [-5.369419, -3.232167, 0.606105], [-6.550811, -2.179670, 1.420167], [-3.826871, -1.801868, 1.883993], [-4.944331, -0.442185, 1.761951], [-3.193850, -1.579282, -0.454670], [-3.463895, 0.117022, -0.026859], [1.305260, -0.566606, -7.175963], [0.476202, -1.040266, -7.892565], [0.433075, -2.442705, -8.470337], [-0.604322, -2.314420, -9.585145], [-1.496191, -1.198794, -9.054479], [-0.623618, -0.351275, -8.286923], [0.110497, -3.127441, -7.684614], [1.415075, -2.735648, -8.829022], [-1.149820, -3.231561, -9.796915], [-0.117008, -1.991211, -10.505699], [-2.280470, -1.573739, -8.393078], [-1.953845, -0.605082, -9.841543]],
  "forces_ev_per_angstrom": [[0.08, -0.42, 0.00], [0.05, 0.70, -0.39], [0.03, 0.05, 0.10], [-0.26, 0.23, -0.11], [-0.19, -0.50, 0.05], [0.14, 0.71, 0.41], [-0.20, 0.20, -0.09], [0.50, 0.10, -0.03], [0.23, -0.62, -0.38], [-0.05, -0.11, 0.16], [-0.50, -0.35, -0.29], [-0.38, 0.06, 0.12], [-0.29, 0.30, 0.16], [0.61, 0.01, -0.93], [-0.03, -0.13, 0.21], [-0.16, 0.01, 0.08], [-0.24, 0.15, 0.56], [-0.17, 0.09, -0.01], [0.06, 0.16, 0.16], [0.05, 0.12, -0.18], [-0.17, -0.28, 0.25], [-0.07, -0.29, 0.21], [0.14, 0.04, 0.24], [0.14, -0.06, -0.19], [0.09, -0.19, -0.10], [0.05, -0.17, -0.11], [-0.12, -0.24, 0.07], [-0.19, -0.03, 0.00], [-0.05, 0.20, 0.12], [0.20, 0.08, 0.05], [0.09, 0.15, 0.28], [0.23, 0.19, -0.13], [0.20, -0.03, -0.07], [0.17, -0.11, -0.06], [-0.01, 0.09, 0.07], [0.16, -0.13, -0.17], [-0.51, 0.01, 0.11], [0.16, 0.03, -0.11], [-0.04, -0.14, -0.06], [-0.09, 0.00, -0.03], [0.09, 0.05, -0.07], [0.24, 0.01, 0.00], [0.02, -0.01, 0.07], [-0.01, -0.01, 0.01], [0.02, 0.00, -0.02], [-0.01, 0.11, 0.07], [0.04, 0.05, -0.10], [0.07, -0.04, 0.19], [-0.30, -0.09, -0.30], [0.08, -0.05, 0.08], [-0.09, -0.05, 0.00], [-0.05, -0.02, -0.04], [0.06, -0.02, 0.04], [0.13, 0.07, 0.12], [0.00, 0.06, 0.01], [-0.02, 0.00, -0.01], [0.00, -0.01, 0.02], [0.07, 0.08, -0.05], [-0.02, 0.06, -0.08], [-0.07, -0.18, 0.07], [0.22, 0.35, 0.13], [-0.12, -0.09, 0.05], [0.09, -0.05, 0.18], [0.06, 0.08, 0.02], [-0.05, -0.04, 0.00], [-0.09, -0.15, -0.09], [0.04, -0.02, -0.07], [0.01, 0.01, 0.00], [-0.03, -0.01, 0.00], [-0.06, 0.04, -0.16], [0.02, 0.08, -0.01], [0.07, -0.19, 0.12], [-0.19, 0.14, -0.38], [0.09, -0.07, 0.06], [-0.06, -0.07, -0.08], [-0.05, 0.02, -0.03], [0.06, -0.02, 0.04], [0.07, -0.04, 0.17], [-0.04, 0.02, 0.05], [-0.02, 0.01, -0.01], [0.01, -0.02, 0.01], [0.03, 0.10, 0.06]],
  "mulliken_charge": [-1.668, 1.271, -0.831, -0.653, 0.796, -1.919, 1.295, -0.112, -0.917, 0.876, -1.593, -0.754, -0.758, 0.981, -0.647, -0.455, -0.259, 0.313, 0.415, 0.406, -0.991, 0.555, 0.353, 0.290, 0.278, 0.411, 0.348, 0.563, 0.366, 0.414, 0.373, 0.301, 0.411, 0.428, -0.589, 0.344, -0.160, -0.653, 0.047, -0.259, 0.160, 0.224, 0.363, 0.283, -0.024, 0.281, -0.592, 0.457, -0.401, -0.522, -0.248, -0.273, 0.259, 0.305, 0.371, 0.226, 0.285, 0.152, -0.594, 0.359, -0.409, -0.454, 0.036, -0.352, 0.248, 0.320, 0.215, 0.331, 0.109, 0.226, -0.569, 0.622, -0.484, -0.482, -0.394, -0.340, 0.245, 0.315, 0.327, 0.260, 0.228, 0.310],
  "homo_energy_ev": -8.96,
  "lumo_energy_ev": 0.485,
  "gap_ev": 9.443
}

=====

# 4
{
  "formula": "C5H12NS3",
  "method": "wB97M-V/def2-TZVPD",
  "elements": ["C", "C", "C", "C", "C", "N", "S", "S", "S", "H", "H", "H", "H", "H", "H", "H", "H", "H", "H", "H", "H"],
  "xyz": [[-1.830431, 0.500724, -0.038387], [1.276651, 1.037524, 1.565669], [1.592804, 0.925584, -0.980986], [0.312305, -1.744892, -0.763047], [0.584274, -0.787897, 0.361384], [1.261346, 0.325016, 0.275188], [-3.249569, 0.458478, 0.958133], [-1.710900, 1.590517, -1.320521], [-1.436228, -2.392360, -0.510530], [0.542638, 0.658960, 2.238555], [2.219976, 1.145369, 2.047486], [0.980144, 2.054991, 1.402825], [2.342928, 0.241411, -1.462396], [0.621501, 0.807695, -1.530422], [2.070522, 1.895353, -0.820262], [0.494198, -1.417116, -1.748924], [0.909814, -2.691233, -0.398418], [0.075769, -1.179939, 1.181689], [-2.887362, -0.147920, 2.090675], [-2.892888, 2.370119, -1.314228], [-1.277484, -3.650390, -1.233493]],
  "forces_ev_per_angstrom": [[-0.54, 0.29, 0.98], [-0.06, 1.46, -0.70], [0.54, -1.62, -1.17], [0.01, -2.17, 2.58], [0.15, 0.41, -3.77], [-1.34, -2.20, 3.53], [0.30, 1.12, -1.44], [-1.60, 0.02, 0.73], [0.75, -1.38, -1.50], [-0.33, -0.69, 0.35], [1.02, -0.58, 0.09], [-0.33, 0.67, -0.43], [-0.57, 0.84, 0.15], [1.30, 1.12, -0.15], [-0.66, -0.05, -0.31], [0.40, 0.15, -0.98], [-0.57, 1.74, -1.19], [0.05, 0.16, 2.21], [0.65, -0.54, -0.17], [0.84, -0.70, -0.01], [-0.01, 1.96, 1.21]],
  "mulliken_charge": [-0.028, -0.963, -0.801, -0.600, -0.514, 0.265, -0.054, -0.121, -0.131, 0.337, 0.354, 0.418, 0.328, 0.222, 0.346, 0.461, 0.410, 0.560, 0.155, 0.161, 0.196],
  "homo_energy_ev": -12.48,
  "lumo_energy_ev": -3.883,
  "gap_ev": 8.602,
  "total_charge": 1
}